No. 1
{"formula": "C3H6N2O", "method": "ωB97M-V/def2-TZVPD", "elements": ["N", "C", "C", "N", "C", "O", "H", "H", "H", "H", "H", "H"], "positions_angstrom": [[2.35543, -1.22283, -0.73583], [1.45337, -0.50214, -0.83220], [0.37036, -0.14163, 0.16787], [0.47344, 1.18545, 0.69984], [-0.95522, -0.44398, -0.49166], [-2.00932, -0.45913, 0.42488], [0.51730, -0.84266, 0.99915], [1.30040, 1.29043, 1.28282], [0.53941, 1.85504, -0.05748], [-1.08619, 0.28772, -1.30319], [-0.88899, -1.43820, -0.94522], [-2.07001, 0.43192, 0.79103]], "energy_ev": -8234.5391, "spin_multiplicity": 1, "largest_force_ev_per_a": 2.477, "mol_weight_g_mol": 86.1, "relative_energy_ev": 2.1597, "e_lumo_ev": 0.227, "smiles": "N#C[C@@H](N)CO"}

No. 2
{"formula": "C31H33LuN3O2PSe", "method": "ωB97M-V/def2-TZVPD", "elements": ["Lu", "C", "C", "N", "O", "C", "C", "N", "O", "H", "H", "H", "H", "H", "H", "H", "N", "P", "C", "C", "C", "C", "C", "C", "C", "C", "C", "C", "C", "C", "C", "C", "C", "C", "C", "C", "H", "H", "H", "H", "H", "H", "H", "H", "H", "H", "H", "H", "H", "H", "H", "C", "C", "C", "C", "C", "C", "Se", "C", "C", "C", "H", "H", "H", "H", "H", "H", "H", "H", "H", "H", "H"], "positions_angstrom": [[-18.78753, -7.35415, -2.22510], [-20.95277, -9.30567, 1.21288], [-20.57305, -8.58923, -0.04520], [-19.45574, -8.79555, -0.67852], [-18.39229, -9.57565, -0.21013], [-21.34831, -7.51684, -0.69248], [-22.85690, -7.37142, -0.85535], [-20.56491, -6.67568, -1.24420], [-20.83296, -5.84853, -2.17724], [-20.13235, -9.19064, 1.93071], [-21.06958, -10.37988, 1.04623], [-21.87885, -8.93748, 1.64781], [-17.61252, -9.26949, -0.71724], [-23.35354, -8.13057, -0.27296], [-23.13672, -7.52180, -1.87674], [-23.18743, -6.38930, -0.48788], [-16.75588, -7.29454, -1.60970], [-15.87800, -6.03738, -1.78586], [-14.16143, -6.03434, -1.11244], [-13.65459, -7.19978, -0.56574], [-12.38534, -7.20324, 0.00233], [-11.66089, -6.02534, 0.05870], [-12.15714, -4.82474, -0.44959], [-13.41130, -4.82474, -1.06559], [-16.74217, -4.67562, -0.93899], [-16.52953, -4.45115, 0.41344], [-17.49100, -3.78511, 1.16891], [-18.66186, -3.33545, 0.59118], [-18.90087, -3.60521, -0.75761], [-17.93714, -4.23528, -1.50944], [-15.78772, -5.52662, -3.53464], [-16.14891, -6.49221, -4.46122], [-16.39785, -6.16722, -5.78583], [-16.22038, -4.86884, -6.21041], [-15.89442, -3.86852, -5.30197], [-15.65082, -4.18771, -3.97473], [-14.27034, -8.09729, -0.60851], [-12.00258, -8.11648, 0.42215], [-10.70847, -6.00802, 0.57518], [-11.59772, -3.88355, -0.33720], [-13.85410, -3.91781, -1.41756], [-15.62694, -4.82157, 0.87984], [-17.31380, -3.59294, 2.20726], [-19.38400, -2.82600, 1.19293], [-19.82193, -3.29577, -1.22383], [-18.17772, -4.38741, -2.56535], [-16.29430, -7.50724, -4.11400], [-16.68951, -6.92383, -6.51506], [-16.41504, -4.61961, -7.23145], [-15.80126, -2.86690, -5.64193], [-15.38218, -3.39818, -3.24879], [-18.89815, -6.60159, -9.80475], [-18.86199, -7.21337, -8.41308], [-19.28734, -6.45485, -7.35162], [-19.47796, -7.01351, -6.08720], [-19.90726, -6.06575, -4.97390], [-19.25562, -8.37828, -5.86119], [-19.61646, -9.12253, -4.12086], [-18.75110, -9.15961, -6.91933], [-18.42182, -10.61565, -6.78250], [-18.58181, -8.56441, -8.17884], [-19.00953, -5.50314, -9.73218], [-19.71452, -6.95681, -10.40454], [-17.96055, -6.75570, -10.35221], [-19.50122, -5.39986, -7.53151], [-19.96072, -5.04194, -5.35431], [-19.13801, -6.02004, -4.21404], [-20.84756, -6.31238, -4.49411], [-17.60051, -10.71453, -6.02929], [-18.09225, -11.02926, -7.72800], [-19.26272, -11.20445, -6.45246], [-18.22406, -9.19952, -8.98159]], "energy_ev": -149502.8624, "spin_multiplicity": 1, "largest_force_ev_per_a": 2.001, "mol_weight_g_mol": 764.5, "relative_energy_ev": 0.0616, "e_lumo_ev": 0.014}

No. 3
{"formula": "C21H38NO2", "method": "ωB97M-V/def2-TZVPD", "elements": ["C", "C", "C", "C", "N", "C", "C", "O", "C", "O", "C", "C", "C", "C", "C", "C", "C", "C", "C", "C", "C", "C", "C", "C", "H", "H", "H", "H", "H", "H", "H", "H", "H", "H", "H", "H", "H", "H", "H", "H", "H", "H", "H", "H", "H", "H", "H", "H", "H", "H", "H", "H", "H", "H", "H", "H", "H", "H", "H", "H", "H", "H"], "positions_angstrom": [[3.26923, 3.68949, 0.09581], [3.52776, 2.23364, 0.46618], [2.21624, 1.50313, 0.76456], [2.47196, 0.03385, 1.06790], [3.14235, -0.60768, -0.08594], [3.16193, -2.07988, -0.00907], [2.01343, -2.65066, -0.91088], [1.49922, -1.61127, -1.71085], [0.89227, -3.26919, -0.07396], [0.33793, -2.22182, 0.69391], [-0.90128, -2.52755, 1.33170], [-2.13327, -2.32179, 0.44828], [-2.54552, -0.86459, 0.15481], [-1.45261, -0.11330, -0.61333], [-1.91254, 1.30882, -0.93875], [-3.16938, 1.25380, -1.80438], [-4.27186, 0.52138, -1.04206], [-4.58230, 1.26942, 0.25233], [-3.32315, 1.32252, 1.11376], [-2.21584, 2.05621, 0.35836], [-2.85994, -0.09733, 1.44371], [-3.81191, -0.89792, -0.71237], [4.45180, 0.02725, -0.34148], [4.25128, 1.50242, -0.66770], [4.20495, 4.20412, -0.10237], [2.76321, 4.20438, 0.90748], [2.64668, 3.75624, -0.79313], [4.15715, 2.20664, 1.36157], [1.72220, 1.96034, 1.62161], [1.54299, 1.59574, -0.09133], [1.53754, -0.49846, 1.25713], [3.12187, -0.06807, 1.94036], [2.53040, -0.44753, -0.92867], [4.12321, -2.44720, -0.36701], [3.02683, -2.40408, 1.02180], [2.42798, -3.41225, -1.57844], [0.61390, -1.38336, -1.37997], [0.14281, -3.70830, -0.74392], [1.28565, -4.06577, 0.57171], [-0.93890, -1.87248, 2.20361], [-0.87163, -3.56404, 1.68501], [-2.96707, -2.81444, 0.95137], [-1.98095, -2.84028, -0.50277], [-0.54754, -0.06785, -0.00260], [-1.23906, -0.64124, -1.54905], [-1.11684, 1.82993, -1.48617], [-3.49494, 2.26608, -2.04888], [-2.95551, 0.73639, -2.74253], [-5.17216, 0.47157, -1.66211], [-4.92140, 2.28172, 0.02629], [-5.38252, 0.76186, 0.79393], [-3.53983, 1.85296, 2.04674], [-2.53275, 3.07534, 0.13206], [-1.31695, 2.11599, 0.97875], [-3.63949, -0.62078, 2.00024], [-1.97428, -0.03836, 2.08051], [-4.60542, -1.42584, -0.18012], [-3.61282, -1.44414, -1.63790], [4.93331, -0.47990, -1.17952], [5.07478, -0.09038, 0.54858], [5.22518, 1.95884, -0.84254], [3.67364, 1.59767, -1.59023]], "energy_ev": -27974.3860, "spin_multiplicity": 1, "largest_force_ev_per_a": 0.983, "mol_weight_g_mol": 336.5, "relative_energy_ev": 0.0523, "e_lumo_ev": -2.049, "total_charge": 1, "smiles": "C[C@H]1CC[N@H+](C[C@H](O)COCC[C@]23C[C@H]4C[C@H](C[C@H](C4)C2)C3)CC1"}